1.
{"formula": "C11H17BO2", "method": "ωB97M-V with the def2-TZVPD basis set", "species": ["B", "C", "C", "C", "C", "C", "C", "C", "C", "C", "C", "C", "O", "O", "H", "H", "H", "H", "H", "H", "H", "H", "H", "H", "H", "H", "H", "H", "H", "H", "H"], "coordinates": [[1.62951, -1.20374, 0.56228], [-3.50869, -1.67249, 0.07078], [-2.74413, -2.16321, 1.12997], [-3.05808, -0.65146, -0.76040], [-1.43059, -1.73186, 1.16042], [-1.77509, -0.14792, -0.66349], [-0.88644, -0.75141, 0.27149], [1.15700, 3.13805, -0.68489], [0.91981, 0.14243, -1.71078], [1.68356, 2.05913, 0.33355], [0.56649, 1.17419, 0.88113], [0.47462, -0.21294, 0.24933], [2.88431, -0.79593, 0.97560], [1.33263, -2.52953, 0.34270], [-4.49681, -1.99183, -0.03898], [-3.07450, -3.05628, 1.86690], [-3.80335, -0.13077, -1.45520], [-0.73048, -2.23338, 1.88595], [-1.56337, 0.64724, -1.39476], [0.37713, 3.66663, -0.29346], [0.82976, 2.50723, -1.49339], [1.99449, 3.63313, -1.19889], [0.67555, -0.80661, -2.07266], [2.06760, 0.21990, -1.56283], [0.29031, 0.92748, -1.81185], [2.06436, 2.60570, 1.16069], [2.47634, 1.49227, -0.06060], [0.61779, 1.00895, 1.97417], [-0.37786, 1.67172, 0.64135], [3.54965, -1.49587, 1.10741], [1.85847, -3.31885, 0.58847]], "forces_ev_per_a": [[0.6, -0.9, 0.1], [0.3, 0.5, 0.8], [-0.1, -1.8, 0.2], [-1.3, 0.8, -0.5], [2.2, 0.2, 0.5], [-0.5, -0.9, 0.3], [-2.2, 0.1, -0.7], [3.1, -3.6, -1.2], [3.7, -2.9, 5.4], [-1.3, 1.7, 0.5], [-0.3, -0.4, -0.3], [1.9, 0.8, -2.3], [0.1, -0.1, 0.1], [0.0, -1.1, 0.1], [-1.4, -0.5, -0.2], [0.6, 2.4, -1.9], [1.2, -1.1, 0.9], [-0.7, 0.8, -0.8], [0.4, -0.4, 0.8], [-1.7, 1.9, 0.9], [-0.8, 0.4, -0.4], [-0.3, 0.7, 0.8], [-0.6, -1.1, -1.0], [-2.2, 0.5, -0.9], [-1.2, 2.1, -1.0], [0.7, 0.5, 0.9], [1.0, -0.6, -0.5], [0.0, 0.4, -0.3], [-0.1, 0.1, 0.4], [-0.6, 0.4, -0.2], [-0.1, 1.3, -0.2]], "de_lowest_ev": 3.177, "max_force_ha_per_bohr": 0.13876, "e_homo_ha": -0.307, "charge": 0, "energy_ha": -604.67301}

=====

2.
{"formula": "C11H17Cl2NO2SW", "method": "ωB97M-V with the def2-TZVPD basis set", "species": ["C", "C", "C", "C", "C", "C", "C", "C", "C", "C", "W", "Cl", "Cl", "O", "H", "H", "H", "H", "H", "H", "H", "H", "H", "H", "H", "H", "H", "H", "H", "H", "O", "H", "S", "C", "N"], "coordinates": [[0.31530, -1.27503, -0.97248], [1.17567, -0.13761, -1.12501], [0.36180, 1.03896, -1.10328], [2.64100, -0.15953, -1.30245], [-1.03552, 0.62006, -0.99314], [-1.04712, -0.80345, -0.93315], [-2.26278, -1.65567, -0.97054], [0.72613, -2.69436, -0.97086], [0.84145, 2.43165, -1.10431], [-2.24246, 1.49205, -1.04076], [0.35458, 0.16183, 0.98958], [1.98415, 1.76318, 1.46789], [2.18461, -1.18000, 1.80462], [-0.76123, 1.64339, 1.67862], [3.05842, -1.15182, -1.09283], [3.15725, 0.52355, -0.61562], [2.92421, 0.11364, -2.32786], [1.70462, 2.51108, -0.40276], [0.08225, 3.14757, -0.77912], [1.21163, 2.76169, -2.07955], [-2.02221, 2.47694, -0.59144], [-3.06132, 1.01671, -0.45747], [-2.58635, 1.63889, -2.09084], [-3.08088, -1.16608, -0.42526], [-2.07318, -2.63909, -0.52584], [-2.61980, -1.81875, -2.00444], [1.70979, -2.83354, -0.49332], [0.81031, -3.10982, -1.98911], [-0.01635, -3.31499, -0.43279], [-0.37139, 1.92468, 2.54358], [-0.98774, -1.28000, 1.61240], [-1.04224, -1.43183, 2.55939], [0.62300, 1.77863, 4.54071], [-0.07949, 0.33903, 4.76191], [-0.57611, -0.73198, 4.86554]], "forces_ev_per_a": [[-0.8, 0.9, -0.3], [-0.5, 0.0, 0.3], [-1.3, -0.2, 0.1], [1.1, -0.1, -0.2], [1.2, -0.9, -0.4], [1.2, 0.8, -0.9], [-0.4, -0.1, 0.3], [0.2, -0.9, 0.1], [1.0, 1.0, -0.6], [-0.4, 0.2, 0.3], [-1.9, -1.7, 0.0], [1.8, 1.0, 0.8], [0.1, -0.9, 0.2], [-0.3, -0.1, 0.7], [-0.2, 0.2, -0.1], [-0.2, 0.0, -0.1], [0.0, 0.0, 0.0], [-0.8, 0.3, -0.8], [0.0, -0.2, 0.1], [-0.2, 0.0, -0.4], [-0.2, -0.5, -0.1], [0.4, 0.4, -0.3], [0.2, -0.1, 0.6], [0.2, -0.3, 0.0], [-0.1, 0.3, 0.1], [0.3, 0.1, 0.2], [-0.4, 0.1, 0.0], [-0.1, 0.1, 0.1], [0.5, 0.3, -0.1], [-0.4, 0.0, -0.6], [0.2, 0.2, 0.1], [0.2, 0.2, 0.3], [0.6, 1.4, 0.4], [-1.3, -2.9, 0.2], [0.6, 1.5, 0.0]], "multiplicity": 3, "de_lowest_ev": 0.000, "max_force_ha_per_bohr": 0.06271, "e_homo_ha": [0.012, -0.032], "charge": -2, "energy_ha": -2020.36439}

=====

3.
{"formula": "C11H17F", "method": "ωB97M-V with the def2-TZVPD basis set", "species": ["C", "C", "C", "C", "C", "C", "C", "C", "C", "C", "C", "F", "H", "H", "H", "H", "H", "H", "H", "H", "H", "H", "H", "H", "H", "H", "H", "H", "H"], "coordinates": [[-0.45315, -1.06209, -0.26071], [0.43926, -0.43319, -0.83157], [-2.34075, -0.17696, 1.14468], [-1.52266, -1.48957, 0.47451], [-3.11940, 0.75759, 0.20244], [-4.49427, 0.23870, -0.23433], [-2.30753, 1.68774, -0.60112], [4.27324, -0.59380, 1.39034], [1.70841, 0.04889, -1.44538], [3.37298, 0.33846, 0.51246], [2.80595, -0.57391, -0.57339], [-2.31203, -2.50392, 0.05741], [-3.28952, -0.53012, 1.81839], [-1.59702, 0.37760, 1.73796], [-5.12821, -0.11177, 0.54185], [-4.32400, -0.48184, -1.05592], [-5.05273, 1.06447, -0.60964], [-2.04188, 2.45444, 0.05543], [-2.76060, 2.04311, -1.53279], [-1.52614, 1.10862, -0.97943], [4.98773, -1.05054, 0.67177], [3.71671, -1.40169, 1.69338], [4.99815, 0.01855, 2.09145], [1.79764, -0.37898, -2.55782], [1.69887, 1.07830, -1.40380], [2.52229, 0.87910, 1.10044], [3.97215, 1.00012, -0.05328], [3.58901, -0.91798, -1.24001], [2.38749, -1.38932, -0.11332]], "forces_ev_per_a": [[1.5, 0.6, -1.3], [-0.5, -0.7, -0.2], [-2.4, -1.6, 0.9], [-2.6, 2.9, 1.2], [-0.3, -2.4, 0.3], [1.9, 1.0, -0.7], [-2.1, -0.6, -1.1], [3.0, 3.7, -1.6], [-1.0, -3.7, -1.2], [-1.1, -1.1, 1.0], [0.6, 1.9, -1.0], [0.4, 0.2, 0.0], [2.9, 0.2, -1.0], [-0.3, -0.3, -0.1], [-0.1, -1.0, 0.9], [-0.5, 0.0, 0.4], [-0.4, 0.8, -0.8], [1.1, 1.6, 0.6], [-0.5, 0.4, 0.5], [2.1, -0.6, -0.3], [-0.2, 0.2, 0.3], [-1.2, -1.6, 1.9], [-2.0, -1.6, -0.7], [-0.4, 1.2, 2.3], [0.3, 2.4, -0.4], [1.6, -0.9, -1.0], [0.7, 1.4, 0.0], [0.4, 0.0, 0.1], [-0.8, -2.3, 1.0]], "de_lowest_ev": 0.000, "max_force_ha_per_bohr": 0.09707, "e_homo_ha": [-0.265, -0.278], "charge": 0, "energy_ha": -528.94925}

=====

4.
{"formula": "C11H17FN3", "method": "ωB97M-V with the def2-TZVPD basis set", "species": ["C", "C", "C", "C", "C", "C", "C", "C", "C", "C", "C", "N", "N", "N", "F", "H", "H", "H", "H", "H", "H", "H", "H", "H", "H", "H", "H", "H", "H", "H", "H", "H"], "coordinates": [[-3.59050, -1.51958, -0.70644], [-2.21147, -1.40227, -1.06251], [-4.34649, -0.77881, 0.08391], [-1.11903, -1.07904, -0.44750], [-3.82046, 2.63726, -0.14563], [-3.86133, 0.41024, 0.90112], [0.74881, -1.37753, 1.06753], [0.52663, 0.82102, -0.02981], [2.21253, -1.42128, 0.59858], [1.82198, 0.55744, -0.80654], [4.14268, 0.04898, -0.17628], [-0.10529, -0.60958, 0.14498], [2.71641, -0.04921, 0.18767], [-3.39178, 1.40563, -0.05654], [-5.62715, -1.09359, 0.31688], [-4.14622, -2.17572, -1.22608], [-2.13412, -1.68121, -2.10882], [-4.64834, 3.07301, 0.51670], [-3.38675, 3.36406, -0.86573], [-4.76445, 0.72754, 1.51119], [-3.11756, -0.00783, 1.50246], [0.42178, -2.41660, 1.27420], [0.66410, -0.81621, 2.06667], [0.93243, 1.03632, 0.94639], [-0.27532, 1.35242, -0.46033], [2.89810, -1.86187, 1.23822], [2.20998, -2.01348, -0.23956], [1.57227, -0.08931, -1.62207], [2.41327, 1.40685, -1.29108], [4.64504, 1.10010, -0.08337], [4.78555, -0.56286, 0.54619], [4.44032, -0.30563, -1.15164]], "forces_ev_per_a": [[-0.2, 1.8, 1.7], [0.3, 0.1, -0.9], [0.4, 0.8, 1.5], [0.7, 1.2, 0.9], [-0.4, -2.0, 1.4], [-3.6, 0.9, -1.4], [0.8, -0.1, 2.6], [0.4, -2.1, -0.4], [-0.8, 3.6, -1.0], [1.2, 0.7, 0.2], [2.0, 0.3, 1.9], [0.2, -0.1, -0.3], [0.1, -0.4, 0.0], [0.4, 2.8, -0.4], [0.5, 0.0, -0.6], [-1.4, -2.6, -2.0], [0.8, -0.3, -0.1], [1.0, -0.7, -0.7], [-0.2, -0.9, 0.3], [1.2, -0.1, -0.3], [1.6, 0.1, 1.2], [-0.2, 0.7, -0.5], [0.1, -0.8, -1.4], [-0.9, 0.8, 0.5], [-0.5, 1.3, -0.3], [0.9, -0.6, 1.8], [0.0, -1.7, -2.4], [0.0, -0.8, -0.8], [-1.4, -0.6, 1.0], [-1.6, -1.5, 0.0], [-1.1, 0.7, -0.8], [-0.4, -0.3, -0.6]], "de_lowest_ev": 0.588, "smiles": "C=NC/C(F)=C\\C=C=[N+]1CCN(C)CC1", "max_force_ha_per_bohr": 0.07795, "e_homo_ha": -0.450, "charge": 1, "energy_ha": -693.05949}